*w*
Here is 10 unconnected molecules or ions with the total composition C29H73ClNO11S from the Open Molecules 2025 dataset. Energies are from ωB97M-V/def2-TZVPD.

Last column: Mulliken spin population.
Geometry (Å):
C -1.005 3.300 -1.096  0.039
C 0.131 2.261 -0.953  -0.023
C -0.445 1.016 -0.265  0.000
C 1.314 2.791 -0.103  0.048
C 2.371 3.663 -0.800  -0.041
S 1.879 5.444 -0.817  0.001
C 3.713 3.638 -0.012  0.006
C 4.281 2.378 0.604  -0.001
O 4.816 2.350 1.632  0.001
Cl 4.215 0.902 -0.357  0.001
C 2.614 3.324 -2.287  0.052
C 1.425 2.828 -3.143  -0.037
C 0.495 3.964 -3.651  0.020
C 1.999 2.092 -4.357  -0.004
N 0.647 1.851 -2.306  0.452
O 1.024 0.630 -2.395  0.486
H -1.623 3.042 -1.959  -0.022
H -1.646 3.259 -0.207  0.000
H -0.638 4.320 -1.223  0.005
H -1.145 0.497 -0.932  0.001
H -0.985 1.324 0.638  -0.001
H 0.339 0.306 0.015  0.004
H 0.878 3.363 0.730  -0.003
H 1.804 1.921 0.347  0.005
H 1.464 5.508 0.453  0.000
H 3.666 4.344 0.827  0.000
H 4.497 4.015 -0.688  0.001
H 3.396 2.560 -2.338  0.001
H 3.027 4.219 -2.781  0.004
H 0.737 4.934 -3.213  0.002
H -0.552 3.753 -3.446  -0.008
H 0.588 4.054 -4.742  -0.002
H 2.807 1.409 -4.090  0.005
H 2.402 2.838 -5.056  -0.001
H 1.208 1.530 -4.871  -0.001
C 2.638 -3.387 -1.982  -0.002
C 3.584 -2.249 -1.658  0.001
O 3.699 -1.295 -2.704  0.003
H 2.967 -3.904 -2.886  0.000
H 2.597 -4.111 -1.169  0.000
H 1.630 -3.000 -2.160  0.000
H 4.593 -2.627 -1.490  0.000
H 3.256 -1.749 -0.738  0.002
H 2.821 -0.908 -2.815  0.005
C 3.811 -8.214 0.320  0.000
C 2.902 -7.053 0.681  0.000
O 2.454 -6.351 -0.478  0.000
H 4.671 -7.856 -0.247  0.000
H 4.170 -8.723 1.217  0.000
H 3.288 -8.947 -0.299  0.000
H 3.427 -6.317 1.285  0.000
H 2.040 -7.411 1.257  0.000
H 1.970 -6.967 -1.039  0.000
C -6.213 3.646 -0.762  0.000
C -4.718 3.544 -0.540  0.000
O -4.271 2.189 -0.471  0.000
H -6.750 3.132 0.036  0.000
H -6.522 4.690 -0.778  0.000
H -6.495 3.182 -1.711  0.000
H -4.442 3.998 0.410  0.000
H -4.177 4.074 -1.333  0.000
H -4.499 1.766 -1.304  0.000
C 4.677 -3.370 4.704  0.000
C 4.849 -4.296 3.516  0.000
O 3.618 -4.577 2.856  0.000
H 3.974 -3.798 5.420  0.000
H 5.629 -3.202 5.208  0.000
H 4.289 -2.400 4.385  0.000
H 5.227 -5.266 3.838  0.000
H 5.571 -3.875 2.809  0.000
H 3.253 -3.745 2.535  0.000
C -4.573 8.199 -1.584  0.000
C -5.828 7.892 -0.794  0.000
O -5.624 6.877 0.189  0.000
H -4.199 7.297 -2.073  0.000
H -4.766 8.960 -2.339  0.000
H -3.789 8.581 -0.928  0.000
H -6.609 7.504 -1.447  0.000
H -6.207 8.805 -0.324  0.000
H -4.948 7.189 0.800  0.000
C -3.427 12.795 1.035  0.000
C -3.191 11.679 0.037  0.000
O -4.334 11.412 -0.770  0.000
H -4.274 12.558 1.678  0.000
H -2.547 12.951 1.661  0.000
H -3.644 13.734 0.521  0.000
H -2.982 10.743 0.556  0.000
H -2.325 11.906 -0.593  0.000
H -4.546 12.213 -1.260  0.000
C 0.412 -7.241 -5.035  0.000
C 0.954 -7.131 -3.623  0.000
O 2.367 -7.303 -3.571  0.000
H 0.673 -8.207 -5.466  0.000
H -0.674 -7.132 -5.050  0.000
H 0.836 -6.459 -5.668  0.000
H 0.538 -7.916 -2.990  0.000
H 0.680 -6.164 -3.185  0.000
H 2.767 -6.610 -4.106  0.000
C -0.481 -7.269 3.016  0.000
C -0.799 -8.750 3.075  0.000
O -2.001 -9.083 2.386  0.000
H -1.302 -6.681 3.422  0.000
H 0.426 -7.041 3.580  0.000
H -0.322 -6.949 1.983  0.000
H -0.965 -9.068 4.104  0.000
H 0.037 -9.338 2.680  0.000
H -1.898 -8.821 1.466  0.000
C -2.911 -5.316 7.223  0.000
C -2.509 -5.734 5.821  0.000
O -1.880 -4.678 5.100  0.000
H -3.577 -4.454 7.183  0.000
H -3.421 -6.128 7.743  0.000
H -2.032 -5.039 7.810  0.000
H -3.386 -6.002 5.233  0.000
H -1.852 -6.610 5.857  0.000
H -1.084 -4.422 5.577  0.000

Gap between HOMO and LUMO (spin up / spin down) ... 8.5 / 9.7 eV
M ... 679.42 g/mol
Multiplicity ... 2
Charge ... 0
Highest occupied orbital energy (spin up / spin down) ... -8.213 / -9.460 eV

*x*
Here is 10 unconnected molecules or ions with the total composition C29H73ClNO11S from the Open Molecules 2025 dataset. Energies are from ωB97M-V/def2-TZVPD.

Last column: Mulliken spin population.
Geometry (Å):
C -0.001 -1.916 2.939  0.018
C -1.078 -1.583 1.759  0.014
C -0.230 -0.639 0.727  -0.003
C -2.290 -0.659 2.263  0.038
C -3.577 -1.435 2.824  -0.028
S -3.237 -1.896 4.628  0.000
C -4.935 -0.578 2.852  0.003
C -5.201 0.306 1.555  -0.001
O -5.733 1.436 1.735  0.001
Cl -4.767 -0.169 -0.146  0.001
C -3.840 -2.824 2.065  0.038
C -2.525 -3.616 1.594  -0.002
C -1.948 -4.619 2.749  0.005
C -3.037 -4.633 0.420  -0.006
N -1.472 -2.777 0.957  0.373
O -1.731 -2.494 -0.298  0.546
H 0.600 -2.833 2.608  -0.016
H 0.699 -1.011 3.057  0.000
H -0.492 -2.135 3.942  0.003
H 0.492 -1.279 0.097  0.002
H 0.341 0.178 1.307  0.000
H -0.918 -0.078 0.001  0.002
H -1.873 -0.036 3.145  -0.003
H -2.502 0.097 1.431  0.004
H -2.605 -0.789 5.186  0.000
H -4.990 0.008 3.839  0.000
H -5.804 -1.341 2.909  0.001
H -4.534 -2.731 1.146  0.001
H -4.404 -3.533 2.786  0.003
H -2.454 -4.472 3.758  0.001
H -0.797 -4.555 2.803  -0.006
H -2.163 -5.713 2.444  0.000
H -3.775 -4.126 -0.290  0.003
H -3.615 -5.521 0.884  0.000
H -2.142 -5.108 -0.134  0.001
C -2.394 -0.900 -4.253  -0.001
C -3.541 -0.682 -3.286  0.000
O -4.007 -1.930 -2.786  0.003
H -2.711 -1.530 -5.088  0.000
H -2.030 0.052 -4.648  0.000
H -1.565 -1.416 -3.759  0.000
H -4.375 -0.185 -3.788  0.000
H -3.227 -0.060 -2.441  0.002
H -3.266 -2.359 -2.336  0.003
C -1.910 2.667 -8.110  0.000
C -1.292 2.525 -6.732  0.000
O -1.253 1.153 -6.353  0.000
H -2.922 2.256 -8.120  0.000
H -1.951 3.716 -8.414  0.000
H -1.332 2.108 -8.853  0.000
H -1.883 3.066 -5.991  0.000
H -0.272 2.924 -6.717  0.000
H -0.720 0.683 -7.011  0.000
C 5.205 -1.848 3.799  0.000
C 3.736 -1.539 3.595  0.000
O 3.469 -1.325 2.213  0.000
H 5.825 -1.026 3.431  0.000
H 5.425 -2.010 4.856  0.000
H 5.494 -2.742 3.238  0.000
H 3.456 -0.634 4.138  0.000
H 3.109 -2.363 3.950  0.000
H 3.711 -2.133 1.742  0.000
C -3.104 5.790 -2.733  0.000
C -3.289 4.959 -3.988  0.000
O -2.180 4.086 -4.168  0.000
H -2.184 6.377 -2.795  0.000
H -3.947 6.469 -2.586  0.000
H -3.013 5.146 -1.853  0.000
H -3.357 5.604 -4.866  0.000
H -4.203 4.360 -3.928  0.000
H -2.131 3.512 -3.392  0.000
C 3.193 -3.079 8.070  0.000
C 4.528 -2.370 7.966  0.000
O 4.437 -1.278 7.057  0.000
H 2.877 -3.446 7.090  0.000
H 3.252 -3.922 8.761  0.000
H 2.417 -2.393 8.419  0.000
H 5.296 -3.053 7.597  0.000
H 4.845 -1.990 8.942  0.000
H 3.763 -0.674 7.395  0.000
C 1.744 -0.951 12.556  0.000
C 1.536 -1.756 11.289  0.000
O 2.646 -2.619 11.066  0.000
H 2.659 -0.357 12.487  0.000
H 0.901 -0.280 12.736  0.000
H 1.858 -1.612 13.421  0.000
H 1.445 -1.093 10.426  0.000
H 0.627 -2.363 11.357  0.000
H 2.715 -3.208 11.829  0.000
C 0.138 -3.337 -8.234  0.000
C -0.159 -1.923 -7.776  0.000
O -1.462 -1.539 -8.194  0.000
H 0.067 -3.411 -9.322  0.000
H 1.140 -3.646 -7.925  0.000
H -0.590 -4.039 -7.819  0.000
H 0.558 -1.222 -8.210  0.000
H -0.101 -1.845 -6.685  0.000
H -2.089 -2.158 -7.798  0.000
C 2.479 3.928 -5.524  0.000
C 3.203 4.240 -6.819  0.000
O 4.255 3.305 -7.033  0.000
H 3.172 3.961 -4.680  0.000
H 1.673 4.644 -5.347  0.000
H 2.056 2.920 -5.551  0.000
H 3.643 5.239 -6.781  0.000
H 2.517 4.197 -7.671  0.000
H 3.858 2.425 -7.075  0.000
C 4.961 6.760 -2.017  0.000
C 4.444 5.643 -2.901  0.000
O 3.405 4.935 -2.236  0.000
H 5.339 6.359 -1.073  0.000
H 5.765 7.310 -2.513  0.000
H 4.158 7.460 -1.768  0.000
H 5.243 4.935 -3.130  0.000
H 4.052 6.038 -3.844  0.000
H 2.698 5.565 -2.045  0.000

Gap between HOMO and LUMO (spin up / spin down) ... 9.1 / 9.3 eV
M ... 679.42 g/mol
Multiplicity ... 2
Charge ... 0
Highest occupied orbital energy (spin up / spin down) ... -8.907 / -9.458 eV

Which structure is most stable, and how do the rest compare? From most to least stable: *w*, *x*.

*w*
Here is 2 unconnected molecules or ions with the total composition CH2F2N2O from the Open Molecules 2025 dataset. Energies are from ωB97M-V/def2-TZVPD.

Last column: Mulliken charge in e.
Geometry (Å):
C -1.122 0.066 -0.094  1.023
N -0.112 -0.889 -0.157  -0.400
N 1.550 0.384 0.199  -0.465
O -0.787 -0.493 -1.312  -0.261
F -2.326 -0.203 0.347  -0.202
F -0.813 1.338 0.096  -0.183
H 2.098 -0.237 -0.222  0.241
H 1.512 0.034 1.144  0.248

Gap between HOMO and LUMO (spin up / spin down) ... 10.0 / 9.9 eV
M ... 96.04 g/mol
Charge ... 0
Highest occupied orbital energy (spin up / spin down) ... -10.471 / -10.569 eV

*x*
Here is 2 unconnected molecules or ions with the total composition CH2F2N2O from the Open Molecules 2025 dataset. Energies are from ωB97M-V/def2-TZVPD.

Last column: Mulliken charge in e.
Geometry (Å):
C -0.743 1.083 1.621  0.618
N -0.587 0.324 0.681  -0.554
N 1.832 0.478 -0.775  -0.074
O -0.691 1.960 2.371  -0.335
F 2.022 1.855 -0.879  -0.160
F 2.837 0.106 0.146  -0.165
H 0.851 0.330 -0.399  0.490
H -1.231 -0.236 0.266  0.179

Gap between HOMO and LUMO ... 10.6 eV
Structure (SMILES) ... N=C=O.FNF
M ... 96.04 g/mol
Charge ... 0
Highest occupied orbital energy ... -10.277 eV

Which structure is most stable, and how do the rest compare? From most to least stable: *x*, *w*.